Here is one molecule with the formula C7H7NO3 in a non-equilibrium geometry from the Open Molecules 2025 dataset. Energies are from ωB97M-V/def2-TZVPD.

The geometry in XYZ format:
```
18
C7H7NO3 (ωB97M-V/def2-TZVPD)
C 0.865 -1.807 -0.436
C -0.285 -1.179 -1.049
C 1.419 -1.148 0.587
C 1.043 0.149 0.936
C -0.250 0.330 -1.140
C 0.179 0.829 0.173
C -0.242 2.341 0.479
N -1.463 -1.050 -0.123
O -1.335 -1.515 0.955
O -0.716 0.911 -2.091
O -2.453 -0.551 -0.567
H 1.240 -2.792 -0.792
H -0.644 -1.504 -1.931
H 2.285 -1.516 1.174
H 1.210 0.594 1.916
H 0.721 2.737 0.623
H -0.665 2.414 1.471
H -0.909 2.758 -0.184
```

Summary:
Energy above the lowest of the compared OMol25 structures with the same formula, charge and spin   576.58 kJ/mol
LUMO   -1.0 eV
Kohn-Sham gap   8.311 eV
Molecular weight   153.1 g/mol
HOMO level   -0.3410 Eh
Electronic energy   -551.22589 hartree
Charge   0
SMILES   CC1=CC=C[C@@H]([N+](=O)[O-])C1=O

Here are the Mulliken charges for atoms 1 to 5, given in e: atom 1 (C): -0.783, atom 2 (C): -0.282, atom 3 (C): -0.253, atom 4 (C): -0.178, atom 5 (C): 0.295